Record 1
This record from the OMol25 dataset describes a cluster of 8 separate species, C56H110Cl6N6O6 in total in a non-equilibrium geometry. The level of theory is ωB97M-V with the def2-TZVPD basis set.

As for the frontier orbital gap (spin up / spin down): 0.082 / 0.310 Ha. The LUMO energy (spin up / spin down) comes out at 2.0 / 1.6 eV. The electronic energy is -156198.5377 eV. As for the expectation value of S²: 15.79.

ORCA input file:
```
! RIJCOSX wB97M-V def2-TZVPD def2/J DEFGRID3
* xyz -1 8
C 0.59864 0.05379 0.64922
Cl 1.85841 0.81180 1.62242
Cl 1.16775 -0.42518 -0.93799
Cl -0.94753 0.95500 0.57241
H 0.46067 -0.90401 1.15089
C 3.27399 -4.24933 0.89425
Cl 3.06122 -5.83946 1.64589
Cl 1.71722 -3.50728 0.75943
Cl 4.08570 -4.31610 -0.65294
H 3.83544 -3.57120 1.53692
C -4.10926 4.59182 -4.82759
C -4.27726 3.88917 -3.41247
C -4.06941 2.37606 -3.64188
C -2.62172 1.99523 -3.79301
C -1.75803 2.48808 -2.60890
C -1.84760 3.98098 -2.46126
N -3.25388 4.39041 -2.45838
O -3.48888 5.79089 -2.05839
C -1.17633 4.26931 -1.06402
C -0.98355 4.68298 -3.55524
C -5.78653 4.10889 -2.91195
H -3.63273 3.94885 -5.56760
H -3.72550 5.60725 -4.72891
H -5.08384 4.76958 -5.28221
H -4.50059 1.77454 -2.84166
H -4.66739 2.08358 -4.50501
H -2.19674 2.38056 -4.71984
H -2.39507 0.95315 -4.01842
H -0.69533 2.27219 -2.71915
H -2.11323 1.97822 -1.71337
H -1.64765 3.73105 -0.24169
H -0.12866 3.97067 -1.02821
H -1.21292 5.32431 -0.79247
H 0.02494 4.27781 -3.63809
H -1.40500 4.63009 -4.55907
H -1.06166 5.74848 -3.33916
H -6.57774 3.51873 -3.37431
H -6.12098 5.09577 -3.23183
H -5.80409 3.87575 -1.84732
C -0.66586 -2.45564 -6.07035
C 0.66302 -2.45038 -5.22024
C 0.28143 -3.29571 -4.00830
C 1.41328 -3.69831 -3.07117
C 2.55802 -4.22317 -4.02567
C 3.05204 -3.28258 -5.14940
N 1.86612 -2.88775 -5.94227
O 2.14033 -2.20293 -7.21310
C 3.98325 -2.14140 -4.54026
C 4.00176 -4.17957 -6.03008
C 0.69546 -1.03224 -4.57946
H -0.65507 -1.77619 -6.92259
H -1.54606 -2.20231 -5.47944
H -0.90588 -3.48298 -6.34433
H -0.42350 -2.83255 -3.31788
H -0.28178 -4.11798 -4.44961
H 1.09027 -4.37877 -2.28329
H 1.79121 -2.91977 -2.40848
H 2.12090 -5.09394 -4.51434
H 3.43443 -4.42420 -3.40956
H 4.18331 -1.36465 -5.27832
H 3.57173 -1.70650 -3.62943
H 4.93446 -2.59828 -4.26718
H 4.35848 -3.90703 -7.02335
H 4.92812 -4.48176 -5.54157
H 3.48258 -5.10555 -6.27731
H -0.29457 -0.87028 -4.15318
H 0.83412 -0.18213 -5.24743
H 1.45186 -0.86264 -3.81318
C 2.16758 -1.96683 5.49193
C 1.11067 -3.07329 5.55222
C 0.86481 -3.30793 7.08326
C -0.46082 -4.02753 7.41193
C -1.54668 -3.15392 6.84664
C -1.48150 -2.91188 5.28067
N -0.11059 -2.56068 4.85807
O 0.02988 -2.26021 3.41143
C -1.87338 -4.22302 4.52990
C -2.50853 -1.80607 5.01485
C 1.60482 -4.37484 4.95776
H 2.97821 -2.16207 6.19398
H 1.82610 -1.02515 5.92173
H 2.68102 -1.87756 4.53459
H 1.59393 -3.98409 7.52969
H 0.97322 -2.36739 7.62337
H -0.60843 -4.11438 8.48840
H -0.50672 -5.00191 6.92555
H -1.44074 -2.17800 7.32043
H -2.51219 -3.52519 7.19022
H -1.82278 -4.03496 3.45743
H -1.39817 -5.13874 4.88162
H -2.87528 -4.53408 4.82576
H -2.18290 -0.95084 5.60701
H -2.64948 -1.50095 3.97795
H -3.50132 -2.10240 5.35348
H 0.85085 -5.13087 4.73856
H 2.28397 -4.87517 5.64807
H 2.23440 -4.13930 4.09972
C -4.27549 -2.11429 -0.16909
C -3.21863 -2.74126 -1.04854
C -2.84597 -4.14756 -0.62851
C -3.90735 -5.16207 -0.94588
C -4.15914 -5.29995 -2.42308
C -4.52689 -3.91179 -3.05677
N -3.57163 -2.83564 -2.49266
O -3.37620 -1.61069 -3.26036
C -4.29337 -4.07199 -4.59746
C -6.01159 -3.59261 -2.88858
C -1.90243 -1.98046 -0.72095
H -5.30027 -2.48565 -0.16635
H -4.33066 -1.05525 -0.42107
H -3.98707 -2.15896 0.88112
H -1.93005 -4.49608 -1.10571
H -2.78130 -4.25160 0.45459
H -4.82314 -4.89331 -0.41940
H -3.61102 -6.09653 -0.46938
H -5.02768 -5.91980 -2.64563
H -3.27562 -5.72903 -2.89574
H -3.28093 -4.43735 -4.76941
H -4.94180 -4.79613 -5.09069
H -4.28704 -3.16781 -5.20619
H -6.36297 -3.65904 -1.85891
H -6.13536 -2.54669 -3.16930
H -6.56868 -4.21584 -3.58811
H -1.94629 -0.96472 -1.11396
H -1.05509 -2.43574 -1.23361
H -1.64657 -1.88410 0.33421
C 6.81999 -0.82008 -1.25941
C 6.18842 0.54759 -0.85185
C 5.54061 0.43303 0.59072
C 6.59559 0.47056 1.62673
C 7.44324 1.80233 1.51964
C 8.14482 2.00102 0.14722
N 7.14850 1.70015 -0.96000
O 7.49687 2.02818 -2.35990
C 8.62346 3.46152 0.12809
C 9.37522 1.10490 0.04575
C 4.91662 0.91301 -1.72809
H 7.69985 -0.83779 -1.90255
H 6.08815 -1.28692 -1.91864
H 7.06782 -1.50349 -0.44723
H 4.75756 1.17215 0.76002
H 5.01230 -0.49774 0.79725
H 7.15439 -0.46438 1.58512
H 6.09800 0.51653 2.59544
H 8.19309 1.95842 2.29518
H 6.66491 2.55855 1.62184
H 9.09181 3.56737 -0.85045
H 7.74691 4.10764 0.17586
H 9.24558 3.72327 0.98398
H 9.04823 0.06576 0.08266
H 10.01738 1.16800 -0.83275
H 10.04143 1.28684 0.88904
H 5.02541 0.77685 -2.80406
H 4.71319 1.98156 -1.65792
H 3.98227 0.42696 -1.44729
C -0.99239 6.63112 5.98515
C -2.05995 6.34281 4.96010
C -1.34661 6.84882 3.65330
C -2.05497 6.29761 2.36305
C -2.12870 4.85154 2.46407
C -2.94430 4.30176 3.67379
N -2.37175 4.91770 4.90359
O -2.72183 4.29363 6.20942
C -4.43634 4.42755 3.48158
C -2.59993 2.74698 3.55151
C -3.23622 7.35049 5.16621
H -0.05469 6.12808 5.74898
H -1.19905 6.32327 7.01015
H -0.75729 7.68489 6.13481
H -1.24502 7.91667 3.45974
H -0.31360 6.50105 3.64488
H -1.46464 6.60657 1.50042
H -2.97304 6.88411 2.39841
H -1.11726 4.45576 2.37208
H -2.61629 4.60863 1.51995
H -4.99880 3.91431 4.26153
H -4.73039 5.47669 3.45120
H -4.79177 3.90077 2.59599
H -2.69901 2.33194 2.54850
H -1.55666 2.55798 3.80438
H -3.13314 2.22579 4.34658
H -3.87536 6.94074 5.94834
H -3.89023 7.51289 4.30948
H -2.83048 8.27398 5.57931
*
```

Here are the Löwdin charges for atoms 1 to 2, given in e: atom 1 (C): -1.609, atom 2 (Cl): 0.367


Record 2
This record from the OMol25 dataset describes a structure of composition C55H54ClGe2NReS4 in a non-equilibrium geometry. The level of theory is ωB97M-V with the def2-TZVPD basis set.

As for the frontier orbital gap (spin up / spin down): 0.233 / 0.266 Ha. The LUMO energy (spin up / spin down) comes out at -0.4 / -1.3 eV. The electronic energy is -230431.1719 eV. The value obtained for the energy relative to the best compared isomer or geometry (same formula, charge and spin) is 0.0 kJ/mol. As for the expectation value of S²: 3.79.

ORCA input file:
```
! RIJCOSX wB97M-V def2-TZVPD def2/J DEFGRID3
* xyz 0 4
Re 13.07741 14.76885 14.95401
C 14.69939 9.08757 19.56141
C 15.28399 9.42897 18.22136
C 15.76755 10.69484 17.94129
C 16.24166 11.05216 16.63796
C 16.76744 12.46598 16.49595
C 16.30468 10.12827 15.63981
C 15.88793 8.76521 15.92554
C 16.05004 7.69525 14.90120
C 15.38513 8.46296 17.18361
C 16.90182 10.40778 14.29121
C 18.08263 9.70038 14.00138
C 18.74448 9.88725 12.80653
C 18.29006 10.76586 11.83049
C 17.15379 11.48631 12.06889
C 16.43291 11.33449 13.25799
Ge 14.72289 12.18897 13.49738
S 14.88649 14.39808 13.73874
S 13.15911 11.82777 11.86510
Ge 11.62075 12.31034 13.35820
S 11.32647 14.60783 13.66403
S 13.05029 12.12232 15.12542
C 9.93003 11.27234 13.44926
C 9.49891 10.40802 12.37693
C 8.35401 9.64285 12.53534
C 7.56871 9.79855 13.66227
C 8.01206 10.65493 14.66122
C 9.11528 11.50014 14.54483
C 9.34662 12.39916 15.75236
C 8.68986 13.65877 15.90763
C 7.70640 14.10756 14.87178
C 8.85018 14.40552 17.04494
C 9.67021 14.01422 18.14173
C 9.90424 14.95788 19.29143
C 10.24453 12.75407 18.02064
C 10.08603 11.95287 16.90368
C 10.60128 10.52408 16.98586
C 10.18752 10.30431 11.04045
C 10.12288 11.32732 10.09309
C 9.62410 12.75118 10.29993
C 10.63947 11.18705 8.79306
C 11.15997 9.96147 8.36979
C 11.62789 9.82119 6.96942
C 11.12784 8.89609 9.30648
C 10.72981 9.03175 10.61857
C 10.75029 7.81075 11.53352
C 16.83450 12.55660 10.99900
C 16.11108 12.31701 9.82784
C 15.82482 10.94425 9.24333
C 15.87124 13.41549 8.92263
C 16.36467 14.69216 9.15568
C 15.98096 15.79586 8.15230
C 17.20745 14.86322 10.24111
C 17.42716 13.86527 11.16474
C 18.38864 14.17082 12.27720
H 14.13080 9.93985 19.93173
H 15.42191 8.84495 20.37342
H 13.97706 8.22650 19.43379
H 15.58069 11.52226 18.61424
H 17.46144 12.75315 17.26686
H 15.94679 13.17707 16.64446
H 17.17187 12.70561 15.50682
H 15.71228 7.99119 13.93009
H 15.38491 6.88593 15.16033
H 17.05713 7.27747 14.74537
H 15.13811 7.41735 17.33901
H 18.47993 9.05592 14.74577
H 19.65635 9.32562 12.66895
H 18.84358 10.98180 10.89246
H 8.07254 8.91717 11.76132
H 6.70845 9.21279 13.86747
H 7.35602 10.89757 15.51278
H 8.07371 15.01612 14.30459
H 6.77514 14.35207 15.43604
H 7.44875 13.32843 14.14975
H 8.24481 15.25555 17.14022
H 10.69447 14.60188 19.92161
H 8.99367 15.11975 19.86989
H 10.17411 15.98200 18.92951
H 10.76436 12.33745 18.89848
H 9.86282 9.83971 17.49905
H 11.49954 10.47983 17.60875
H 10.78747 10.04175 15.96968
H 10.41227 13.46058 10.01876
H 9.43372 12.98175 11.37883
H 8.71616 13.02026 9.71407
H 10.55317 11.96514 8.02602
H 11.55858 8.79440 6.65730
H 12.65729 10.18234 6.81344
H 11.06462 10.41607 6.23888
H 11.41062 7.89712 8.92608
H 11.32159 7.04118 10.92970
H 9.76559 7.36840 11.72037
H 11.25953 8.13807 12.46596
H 16.02590 10.17202 10.02269
H 16.48076 10.74194 8.38903
H 14.80206 10.87053 8.87392
H 15.25432 13.27278 7.95785
H 14.92188 15.68263 7.88630
H 16.53750 15.73609 7.19662
H 16.06656 16.83364 8.58170
H 17.63712 15.82710 10.37422
H 18.94123 13.28791 12.62314
H 17.92113 14.59285 13.15777
H 19.12164 14.91457 11.95333
Cl 13.45132 15.12290 17.20794
N 12.22877 22.12337 14.37679
C 12.57577 21.00557 14.42568
C 12.81054 19.59777 14.59458
C 12.20011 18.91984 15.66979
C 12.22885 17.53725 15.73292
C 12.93982 16.74970 14.77256
C 13.52858 17.46625 13.69727
C 13.47123 18.85328 13.57170
H 11.67182 19.51936 16.41831
H 11.62418 17.05112 16.47386
H 14.17015 16.85183 13.03641
H 13.94718 19.39436 12.75957
*
```

Here are the Löwdin charges for atoms 1 to 2, given in e: atom 1 (Re): 0.413, atom 2 (C): -0.059


Record 3
This record from the OMol25 dataset describes a structure of composition C23H21N5O2OsS. The level of theory is ωB97M-V with the def2-TZVPD basis set.

As for the frontier orbital gap (spin up / spin down): 0.199 / 0.199 Ha. The LUMO energy (spin up / spin down) comes out at -15.6 / -15.6 eV. The electronic energy is -48993.9409 eV. The value obtained for the energy relative to the best compared isomer or geometry (same formula, charge and spin) is 187.3 kJ/mol.

ORCA input file:
```
! RIJCOSX wB97M-V def2-TZVPD def2/J DEFGRID3
* xyz 4 1
Os 0.12184 0.82800 0.00393
C -3.52580 4.36739 0.35752
C -2.45815 3.47730 0.82651
C -2.74782 2.35587 1.64199
C -1.75295 1.54868 2.10952
C -0.35532 1.86528 1.84171
C -0.06854 3.07572 1.11512
C -1.08455 3.77407 0.50726
H -3.66981 5.14045 1.13140
H -4.48926 3.86916 0.26771
H -3.25388 4.88671 -0.55887
H -3.77972 2.15233 1.90588
H -1.98206 0.69242 2.73470
H 0.37509 1.49490 2.55852
H 0.94021 3.45989 1.11482
H -0.86708 4.63667 -0.11224
O -0.65979 -6.13254 0.57386
N -1.61159 -5.61563 0.03680
O -2.62334 -6.14484 -0.33503
C -1.53706 -4.13148 -0.17739
C -2.61839 -3.55325 -0.74886
C -2.65267 -2.14425 -0.98982
C -3.71014 -1.46500 -1.62904
C -3.62186 -0.09476 -1.83630
C -2.51339 0.59970 -1.38993
N -1.49799 -0.02206 -0.74942
C -1.56014 -1.38385 -0.58817
C -0.42818 -1.99643 -0.00134
N 0.60394 -1.13455 0.26485
C 1.74382 -1.63947 0.73226
C 1.89339 -3.00210 0.96944
C 0.85823 -3.87466 0.72295
C -0.36712 -3.37772 0.19919
H -3.45814 -4.18144 -1.02400
H -4.58260 -2.01368 -1.97018
H -4.40787 0.43943 -2.35319
H -2.41530 1.66331 -1.55539
H 2.53973 -0.93606 0.93394
H 2.83380 -3.36663 1.35969
H 0.96986 -4.93325 0.91332
C 4.34982 1.28215 1.15603
N 4.38674 0.84081 -0.25033
C 5.50665 0.37155 -0.86495
C 5.21196 0.18984 -2.19458
N 3.92272 0.56521 -2.35064
C 3.40015 0.96008 -1.16782
S 1.87213 1.77711 -1.04184
H 5.36998 1.47806 1.47207
H 3.92575 0.50903 1.79119
H 3.77827 2.20285 1.22544
H 6.43945 0.22606 -0.34129
H 5.83417 -0.15941 -3.00384
H 3.42280 0.57303 -3.23314
*
```

Here are the Löwdin charges for atoms 1 to 2, given in e: atom 1 (Os): 1.257, atom 2 (C): 0.030


Question: The highest electronic energy belongs to which entry?
Answer: C23H21N5O2OsS


Question: What is the formula in the second record?
Answer: C55H54ClGe2NReS4